(1)
A molecular structure, C46H50BrNO7SSbZr at a distorted geometry. Source: OMol25; level of theory: ωB97M-V/def2-TZVPD.

HOMO level = -10.44 eV
Calculated total energy = -153027.8269 eV
Gap between HOMO and LUMO = 7.8 eV
Lowest unoccupied orbital energy = -2.7 eV
Largest force on an atom = 0.0291 Eh/bohr
Energy relative to the best compared isomer or geometry (same formula, charge and spin) = 54.9 kJ/mol

The geometry in ORCA input format:
```
! wB97M-V def2-TZVPD RIJCOSX def2/J DEFGRID3
* xyz 1 1
Zr -0.536 0.590 -0.600
C 0.303 -3.008 2.968
O -0.052 -1.638 3.125
C 1.051 -0.805 3.409
C 1.645 -0.237 2.156
O 0.777 0.761 1.560
C 1.111 2.094 1.944
C -0.132 2.920 1.990
O -1.036 2.609 0.917
C -2.065 3.620 0.836
H 0.945 -3.155 2.097
H -0.619 -3.567 2.817
H 0.802 -3.380 3.865
H 1.828 -1.359 3.950
H 0.699 -0.005 4.066
H 1.783 -1.027 1.429
H 2.612 0.232 2.336
H 1.839 2.486 1.243
H 1.552 2.099 2.939
H 0.139 3.976 1.938
H -0.653 2.751 2.911
H -1.619 4.554 0.487
H -2.503 3.767 1.823
H -2.833 3.283 0.153
C 3.228 4.840 -6.299
C 2.921 3.918 -5.144
C 2.603 2.582 -5.367
C 2.296 1.732 -4.316
C 2.322 2.236 -3.024
C 2.633 3.570 -2.763
C 2.934 4.396 -3.829
S 1.945 1.172 -1.707
O 1.033 1.987 -0.813
O 3.135 0.710 -1.059
N 0.936 0.061 -2.199
C 1.394 -1.348 -2.125
C 0.952 -1.995 -0.830
O 1.373 -3.032 -0.431
O 0.044 -1.227 -0.148
H 3.456 4.280 -7.206
H 4.078 5.486 -6.074
H 2.374 5.489 -6.515
H 2.585 2.199 -6.382
H 2.024 0.699 -4.502
H 2.644 3.953 -1.750
H 3.181 5.437 -3.642
H 2.476 -1.428 -2.164
H 0.976 -1.923 -2.945
Br -1.396 2.884 -2.263
C -2.214 1.906 -3.655
C -2.658 2.610 -4.727
C -3.284 1.901 -5.776
C -3.435 0.550 -5.677
C -2.968 -0.167 -4.545
C -3.156 -1.575 -4.462
C -2.726 -2.251 -3.369
C -2.073 -1.557 -2.320
C -1.838 -0.201 -2.324
C -2.319 0.507 -3.481
H -2.533 3.684 -4.778
H -3.646 2.439 -6.644
H -3.926 -0.004 -6.471
H -3.657 -2.087 -5.278
H -2.876 -3.323 -3.287
H -1.766 -2.158 -1.478
C -5.678 1.373 3.220
C -5.425 1.507 1.733
C -6.363 2.265 1.024
C -6.299 2.439 -0.351
C -5.275 1.835 -1.065
C -4.330 1.096 -0.370
C -4.361 0.921 1.019
Sb -2.651 -0.281 1.614
C -2.826 -0.629 3.720
C -2.936 -1.973 4.096
C -2.977 -2.335 5.433
C -2.896 -1.356 6.415
C -2.791 -0.025 6.048
C -2.751 0.361 4.707
C -2.694 1.834 4.413
C -3.330 -2.226 1.039
C -2.316 -3.101 0.632
C -2.592 -4.395 0.211
C -3.909 -4.828 0.188
C -4.917 -3.981 0.629
C -4.659 -2.686 1.083
C -5.822 -1.890 1.628
H -6.712 1.067 3.402
H -5.538 2.330 3.727
H -5.043 0.641 3.697
H -7.183 2.715 1.579
H -7.057 3.024 -0.859
H -5.206 1.932 -2.143
H -3.565 0.613 -0.964
H -2.991 -2.753 3.347
H -3.067 -3.381 5.703
H -2.930 -1.628 7.464
H -2.756 0.746 6.815
H -1.727 2.253 4.695
H -3.453 2.374 4.983
H -2.881 2.044 3.360
H -1.283 -2.777 0.651
H -1.783 -5.048 -0.094
H -4.153 -5.831 -0.145
H -5.942 -4.339 0.652
H -6.586 -2.568 2.011
H -6.281 -1.265 0.858
H -5.523 -1.240 2.448
*
```

(2)
2 unconnected molecules or ions with the total composition Cl4H2Si2 at a distorted geometry. Source: OMol25; level of theory: ωB97M-V/def2-TZVPD.

HOMO level = -10.07 eV
Calculated total energy = -65879.9723 eV
Gap between HOMO and LUMO = 8.3 eV
Lowest unoccupied orbital energy = -1.8 eV
Largest force on an atom = 0.0536 Eh/bohr
Energy relative to the best compared isomer or geometry (same formula, charge and spin) = 235.1 kJ/mol

The geometry in ORCA input format:
```
! wB97M-V def2-TZVPD RIJCOSX def2/J DEFGRID3
* xyz 0 1
Si -0.922 -0.711 -0.364
Si 1.289 -0.318 0.469
Cl -0.828 2.135 0.383
Cl -2.556 -1.496 0.490
Cl 2.296 -2.016 -0.007
Cl 2.632 1.017 -0.195
H -1.205 -0.740 -1.829
H 1.575 -0.382 1.964
*
```

(3)
A molecular structure, C27H24N5O2PdS2. Source: OMol25; level of theory: ωB97M-V/def2-TZVPD.

HOMO level = -11.26 eV
Calculated total energy = -65077.6286 eV
Gap between HOMO and LUMO = 6.5 eV
Lowest unoccupied orbital energy = -4.7 eV
Largest force on an atom = 0.0166 Eh/bohr
Energy relative to the best compared isomer or geometry (same formula, charge and spin) = 0.0 kJ/mol

The geometry in ORCA input format:
```
! wB97M-V def2-TZVPD RIJCOSX def2/J DEFGRID3
* xyz 1 1
Pd 0.373 -0.023 -0.944
C 3.589 -3.991 -1.992
S 2.010 -4.384 -1.192
C 1.208 -2.822 -1.390
S 1.773 -1.652 -0.233
N 0.286 -2.663 -2.273
N -0.223 -1.389 -2.284
C -1.134 -1.073 -3.125
C -1.602 0.307 -3.154
C -2.655 0.708 -3.957
C -3.019 2.048 -3.939
C -2.313 2.928 -3.139
C -1.267 2.444 -2.362
N -0.919 1.172 -2.372
H 4.200 -4.879 -1.841
H 4.077 -3.141 -1.523
H 3.447 -3.828 -3.057
H -1.518 -1.829 -3.802
H -3.178 -0.009 -4.575
H -3.843 2.396 -4.547
H -2.564 3.978 -3.102
H -0.698 3.099 -1.714
C 0.437 1.665 1.692
N 1.014 1.366 0.368
C 2.044 2.033 -0.061
C 2.542 1.741 -1.346
C 3.579 2.191 -2.167
C 3.507 1.439 -3.337
C 2.436 0.549 -3.200
N 1.856 0.748 -2.014
C 1.281 1.146 2.826
C 1.882 2.030 3.712
C 2.662 1.553 4.758
C 2.845 0.190 4.920
C 2.236 -0.700 4.043
C 1.453 -0.224 3.004
H -0.568 1.254 1.723
H 0.335 2.750 1.757
H 2.478 2.803 0.571
H 4.288 2.968 -1.932
H 4.153 1.513 -4.196
H 2.079 -0.197 -3.893
H 1.739 3.098 3.590
H 3.124 2.249 5.445
H 3.452 -0.183 5.734
H 2.361 -1.766 4.179
H 0.943 -0.920 2.348
O -2.448 0.865 -0.124
C -2.149 -0.175 0.433
O -0.998 -0.795 0.294
C -3.054 -0.837 1.422
C -4.390 -0.450 1.461
C -5.252 -1.036 2.373
C -4.777 -1.995 3.258
C -3.443 -2.375 3.227
C -2.581 -1.804 2.305
H -4.735 0.314 0.778
H -6.293 -0.742 2.400
H -5.450 -2.446 3.975
H -3.076 -3.119 3.923
H -1.542 -2.100 2.266
*
```

(4)
A molecular structure, C29H47CsFNO10PSb at a distorted geometry. Source: OMol25; level of theory: ωB97M-V/def2-TZVPD.

HOMO level = -0.14 eV
Calculated total energy = -71896.0512 eV
Gap between HOMO and LUMO = 3.9 eV
Lowest unoccupied orbital energy = 3.7 eV
Largest force on an atom = 0.0313 Eh/bohr
Energy relative to the best compared isomer or geometry (same formula, charge and spin) = 64.4 kJ/mol

The geometry in ORCA input format:
```
! wB97M-V def2-TZVPD RIJCOSX def2/J DEFGRID3
* xyz -2 1
Cs 0.106 -0.248 0.636
O 2.707 -3.389 1.735
C 1.582 -3.178 1.259
O 0.613 -2.578 1.795
C 1.315 -3.777 -0.161
C -0.136 -3.689 -0.663
C -0.360 -4.790 -1.717
C 0.444 -4.226 -2.912
C 0.936 -2.885 -2.330
O -0.155 -2.503 -1.483
C 2.102 -3.149 -1.354
C 2.885 -1.826 -1.159
O 3.884 -1.653 -1.885
O 2.370 -1.007 -0.362
H 1.633 -4.819 -0.073
H -0.881 -3.593 0.121
H -1.422 -4.880 -1.958
H -0.003 -5.763 -1.377
H -0.197 -4.056 -3.780
H 1.272 -4.864 -3.220
H 1.125 -2.100 -3.059
H 2.802 -3.862 -1.787
O 0.176 4.105 -2.559
C 0.348 2.787 -2.532
O -0.422 2.028 -3.069
C 1.617 2.324 -1.816
N 2.476 3.484 -1.523
C 3.686 3.395 -2.365
C 3.338 2.379 -3.455
C 2.447 1.392 -2.705
H 1.370 1.809 -0.884
H 2.711 3.469 -0.538
H 0.924 4.476 -2.041
H 4.544 3.033 -1.788
H 3.940 4.376 -2.774
H 4.222 1.911 -3.887
H 2.780 2.872 -4.259
H 3.051 0.730 -2.083
H 1.819 0.779 -3.350
C -6.475 0.643 0.428
C -5.752 0.104 1.649
O -4.952 -1.021 1.317
P -3.345 -0.713 0.971
O -2.817 -2.230 1.183
C -2.505 -2.655 2.526
C -3.387 -3.841 2.853
O -3.307 -0.720 -0.644
C -3.673 -1.882 -1.404
C -4.399 -1.419 -2.651
H -7.124 1.476 0.706
H -7.082 -0.140 -0.030
H -5.753 0.997 -0.310
H -6.461 -0.234 2.408
H -5.126 0.889 2.091
H -2.686 -1.833 3.228
H -1.439 -2.886 2.555
H -4.438 -3.553 2.805
H -3.165 -4.218 3.854
H -3.209 -4.646 2.138
H -4.302 -2.542 -0.805
H -2.755 -2.412 -1.662
H -5.348 -0.945 -2.389
H -4.600 -2.266 -3.310
H -3.784 -0.695 -3.187
C 4.385 3.050 2.496
Sb 3.400 1.423 1.411
C 3.244 0.010 2.999
C 5.246 0.758 0.536
H 5.280 2.689 3.009
H 3.715 3.502 3.230
H 4.681 3.822 1.782
H 4.176 -0.021 3.566
H 3.029 -0.980 2.590
H 2.429 0.324 3.652
H 5.968 0.443 1.293
H 5.662 1.604 -0.016
H 5.037 -0.064 -0.151
F -0.017 5.749 -0.398
C -0.320 4.741 0.506
C -1.553 4.114 0.469
C -1.865 3.132 1.392
C -0.951 2.724 2.429
C -1.226 1.768 3.386
C 0.333 3.383 2.360
C 0.630 4.366 1.441
H -2.263 4.389 -0.304
H -2.836 2.650 1.329
H -2.171 1.237 3.399
H -0.476 1.481 4.114
H 1.092 3.094 3.082
H 1.607 4.840 1.438
*
```

(5)
6 unconnected molecules or ions with the total composition C38H38ClF5NO5P at a distorted geometry. Source: OMol25; level of theory: ωB97M-V/def2-TZVPD.

HOMO level = -8.89 eV
Calculated total energy = -87146.6809 eV
Gap between HOMO and LUMO = 9.2 eV
Lowest unoccupied orbital energy = 0.3 eV
SMILES = N=[PH2][C@]1(CCCCOC=O)OC(=O)O[C@@H]1Cl.Fc1ccccc1.Fc1ccccc1.Fc1ccccc1.Fc1ccccc1.Fc1ccccc1
Largest force on an atom = 0.0455 Eh/bohr

The geometry in ORCA input format:
```
! wB97M-V def2-TZVPD RIJCOSX def2/J DEFGRID3
* xyz 0 1
N 5.053 1.816 -0.155
P 4.168 1.063 -1.205
C 2.706 0.168 -0.418
C 1.469 0.573 -1.227
C 0.805 1.853 -0.746
C 0.079 1.613 0.582
C -1.425 1.652 0.392
O -1.891 0.599 -0.455
C -2.024 -0.572 0.168
O -2.247 -1.577 -0.438
O 2.671 0.343 0.979
C 3.687 -0.496 1.433
O 4.435 -0.274 2.324
O 3.684 -1.615 0.645
C 2.779 -1.349 -0.424
Cl 3.101 -2.151 -1.930
H 5.096 2.804 -0.360
H 3.628 1.928 -2.176
H 4.921 0.062 -1.854
H 1.799 0.734 -2.243
H 0.733 -0.212 -1.296
H 0.091 2.143 -1.500
H 1.504 2.671 -0.668
H 0.312 2.361 1.321
H 0.323 0.647 1.008
H -1.679 2.586 -0.075
H -1.882 1.626 1.371
H -1.936 -0.570 1.254
H 1.819 -1.662 -0.036
F -8.053 -5.932 0.666
C -7.040 -5.050 0.539
C -6.827 -4.445 -0.683
C -5.786 -3.536 -0.808
C -4.971 -3.250 0.278
C -5.203 -3.874 1.497
C -6.247 -4.778 1.634
H -7.468 -4.686 -1.520
H -5.609 -3.049 -1.758
H -4.158 -2.543 0.173
H -4.568 -3.657 2.345
H -6.447 -5.269 2.577
F 0.618 -2.519 3.191
C 1.283 -3.687 3.346
C 2.346 -3.963 2.513
C 3.030 -5.158 2.673
C 2.639 -6.058 3.654
C 1.563 -5.761 4.480
C 0.879 -4.564 4.331
H 2.629 -3.249 1.753
H 3.870 -5.385 2.031
H 3.173 -6.991 3.775
H 1.255 -6.464 5.242
H 0.042 -4.311 4.969
F 3.815 4.490 -4.976
C 4.524 3.403 -5.338
C 4.025 2.573 -6.322
C 4.760 1.456 -6.691
C 5.971 1.180 -6.071
C 6.453 2.025 -5.081
C 5.728 3.149 -4.713
H 3.076 2.803 -6.788
H 4.385 0.800 -7.465
H 6.539 0.305 -6.360
H 7.393 1.810 -4.593
H 6.090 3.824 -3.948
F -0.892 3.743 3.308
C -0.715 3.096 4.482
C -1.634 3.281 5.495
C -1.449 2.610 6.695
C -0.354 1.775 6.867
C 0.559 1.605 5.836
C 0.377 2.267 4.631
H -2.477 3.942 5.342
H -2.163 2.741 7.497
H -0.213 1.257 7.806
H 1.415 0.958 5.968
H 1.075 2.143 3.813
F -1.475 3.202 -2.822
C -2.784 3.025 -3.110
C -3.720 3.360 -2.156
C -5.065 3.180 -2.437
C -5.452 2.663 -3.666
C -4.493 2.329 -4.612
C -3.146 2.513 -4.338
H -3.393 3.757 -1.204
H -5.809 3.443 -1.699
H -6.502 2.520 -3.884
H -4.794 1.921 -5.568
H -2.383 2.263 -5.063
*
```

(6)
C4H7NO2 in the gas phase at a distorted geometry. Source: OMol25; level of theory: ωB97M-V/def2-TZVPD.

HOMO level = -8.56 eV
Calculated total energy = -9845.3409 eV
Gap between HOMO and LUMO = 8.9 eV
Lowest unoccupied orbital energy = 0.4 eV
SMILES = C/C(=C\O)C(N)=O
Largest force on an atom = 0.0302 Eh/bohr
Energy relative to the best compared isomer or geometry (same formula, charge and spin) = 187.1 kJ/mol

The geometry in ORCA input format:
```
! wB97M-V def2-TZVPD RIJCOSX def2/J DEFGRID3
* xyz 0 1
C -0.809 -1.108 0.362
C -0.208 0.250 0.043
C -0.972 1.374 0.151
O -2.122 1.356 -0.531
C 1.227 0.493 -0.045
O 1.682 1.631 -0.070
N 2.031 -0.614 -0.157
H -0.411 -1.380 1.351
H -1.898 -1.062 0.473
H -0.577 -1.931 -0.321
H -1.823 0.638 -1.134
H -0.765 2.268 0.736
H 1.654 -1.499 -0.458
H 2.990 -0.417 -0.399
*
```

(7)
A molecular structure, C24H42Cl3FeN4O3Si at a distorted geometry. Source: OMol25; level of theory: ωB97M-V/def2-TZVPD.

HOMO level (spin up / spin down) = -8.35 / -8.32 eV
Calculated total energy = -117505.3198 eV
Gap between HOMO and LUMO (spin up / spin down) = 8.9 / 7.4 eV
Lowest unoccupied orbital energy (spin up / spin down) = 0.6 / -0.9 eV
Largest force on an atom = 0.0592 Eh/bohr
Energy relative to the best compared isomer or geometry (same formula, charge and spin) = 450.2 kJ/mol
<S²> = 8.77

The geometry in ORCA input format:
```
! wB97M-V def2-TZVPD RIJCOSX def2/J DEFGRID3
* xyz 0 6
C 0.401 4.013 -2.843
C 0.220 2.662 -3.452
H 0.940 4.681 -3.521
H 0.951 3.934 -1.895
H -0.568 4.485 -2.616
C 0.570 2.325 -4.703
C 1.417 3.141 -5.622
H 0.250 1.361 -5.103
H 1.932 3.969 -5.124
H 0.832 3.554 -6.451
H 2.174 2.496 -6.086
Fe -0.140 2.183 2.157
Cl -2.015 2.442 1.115
Cl 1.784 1.786 1.134
C -1.594 -2.236 -0.955
O -0.524 -2.099 -0.353
N -1.998 -3.381 -1.554
C -1.156 -4.563 -1.520
C -3.295 -3.516 -2.196
H -2.330 -1.411 -1.060
H -0.281 -4.356 -0.900
H -0.833 -4.833 -2.536
H -1.723 -5.407 -1.106
H -3.836 -2.567 -2.117
H -3.880 -4.313 -1.710
H -3.181 -3.768 -3.261
H 2.983 1.818 -2.173
H 2.629 -0.041 -4.069
C 3.539 1.031 -1.651
C 3.225 -0.658 -3.379
N 2.991 -0.254 -2.009
H 3.443 1.175 -0.578
C 2.495 -1.125 -1.071
O 2.698 -1.083 0.140
H 2.949 -1.710 -3.510
H 1.874 -1.931 -1.520
H 4.592 1.079 -1.954
H 4.287 -0.521 -3.635
O 0.673 1.282 -1.668
C -0.313 1.586 -2.461
C -0.190 -0.782 -3.410
C -0.960 0.352 -3.163
H 0.770 -0.865 -2.894
C -0.635 -1.774 -4.292
H -1.101 2.079 -1.858
C -2.285 0.385 -3.605
H 0.019 -2.605 -4.537
C -1.907 -1.651 -4.858
C -2.749 -0.613 -4.473
H -2.936 1.196 -3.274
H -2.257 -2.398 -5.555
H -3.771 -0.555 -4.857
Si 1.670 4.250 2.656
Cl 0.448 4.675 0.889
C 3.415 3.580 2.903
C 0.200 3.774 3.789
C 2.244 6.030 3.206
H 3.736 2.829 2.179
H 3.493 3.130 3.896
H 4.157 4.389 2.866
H 3.255 6.246 2.828
H 2.301 6.082 4.304
H 1.586 6.833 2.854
H -0.468 2.887 3.848
H -0.482 4.633 3.712
H 0.660 3.817 4.783
C -2.249 -1.183 2.470
C -0.983 -0.842 3.129
N -0.112 0.147 2.884
C 1.116 -0.311 3.355
C 0.911 -1.396 4.155
N -0.421 -1.715 4.000
H -2.080 -2.093 1.868
H -3.035 -1.401 3.213
H -2.545 -0.357 1.811
H 2.038 0.107 2.989
H 1.577 -1.948 4.780
H -0.906 -2.532 4.388
*
```

(8)
A molecular structure, C11H7FeNO5 at a distorted geometry. Source: OMol25; level of theory: ωB97M-V/def2-TZVPD.

HOMO level (spin up / spin down) = -16.98 / -16.98 eV
Calculated total energy = -57611.3269 eV
Gap between HOMO and LUMO (spin up / spin down) = 7.3 / 4.4 eV
Lowest unoccupied orbital energy (spin up / spin down) = -9.7 / -12.6 eV
Largest force on an atom = 0.3337 Eh/bohr
Energy relative to the best compared isomer or geometry (same formula, charge and spin) = 180.9 kJ/mol
<S²> = 6.04

The geometry in ORCA input format:
```
! wB97M-V def2-TZVPD RIJCOSX def2/J DEFGRID3
* xyz 2 5
O -1.220 -3.121 3.445
C -1.533 -2.895 2.357
Fe -1.665 -1.380 -1.636
O -3.539 -3.556 -2.109
C -2.767 -2.641 -2.000
C -1.323 -0.414 -3.075
O -0.959 0.444 -3.842
C -0.229 -2.557 -1.778
O 0.803 -3.043 -1.401
C -2.986 -0.275 -0.961
O -3.448 0.523 -0.210
C 2.645 2.670 1.602
C 1.673 1.682 1.018
C 0.488 1.330 1.650
C -0.403 0.431 1.075
N -0.150 -0.135 -0.115
C 1.001 0.153 -0.751
C 1.939 1.068 -0.217
H 2.181 3.648 1.733
H 2.992 2.345 2.583
H 3.519 2.798 0.963
H 0.263 1.798 2.608
H -1.334 0.190 1.580
H 1.207 -0.345 -1.723
H 2.845 1.281 -0.795
*
```

Look up the calculated total energy of the third one.
-65077.6286 eV

calculated total energy of number 3 (C27H24N5O2PdS2)?
-65077.6286 eV

Number 3 is which compound?
C27H24N5O2PdS2

Which value of largest force on an atom does entry 1 give?
0.0291 Eh/bohr